Record 1
A molecular structure, C6H17NO2. Source: the OMol25 dataset; level of theory: the ωB97M-V functional and the def2-TZVPD basis.

The geometry in ORCA input format:
```
! wB97M-V def2-TZVPD RIJCOSX def2/J DEFGRID3
* xyz 0 1
C 1.785 0.100 0.536
C 3.249 0.154 0.253
C 1.031 -0.231 -1.559
O 1.364 -0.960 1.184
O 1.198 1.277 0.764
H 0.370 -0.841 1.476
H 0.214 1.133 0.618
H 3.780 0.332 1.193
H 3.469 0.964 -0.436
H 3.584 -0.795 -0.158
H 1.670 -1.111 -1.644
H 1.567 0.638 -1.944
H 0.222 -0.444 -2.266
C -1.334 0.048 0.133
C -1.934 -1.139 -0.609
C -2.231 1.273 -0.001
N -1.156 -0.375 1.559
H -0.111 0.054 -0.614
H -1.141 0.430 2.179
H -1.926 -0.964 1.875
H -2.931 -1.391 -0.220
H -3.256 1.071 0.341
H -1.858 2.124 0.578
H -1.296 -2.022 -0.523
H -2.042 -0.916 -1.670
H -2.286 1.588 -1.045
*
```

calculated total energy	-443.9071	a.u.

So, what does the Mulliken scheme give us? The charges, in e, come out as: C 0.467; C -1.319; C -1.276; O -0.487; O -0.507; H 0.516; H 0.589; H 0.397; H 0.328; H 0.345; H 0.340; H 0.286; H 0.367; C 1.334; C -1.839; C -1.500; N -0.568; H -0.267; H 0.256; H 0.261; H 0.474; H 0.381; H 0.304; H 0.393; H 0.395; H 0.330

=====

Record 2
2 unconnected molecules or ions with the total composition C9H18O7P. Source: the OMol25 dataset; level of theory: the ωB97M-V functional and the def2-TZVPD basis.

The geometry in ORCA input format:
```
! wB97M-V def2-TZVPD RIJCOSX def2/J DEFGRID3
* xyz -1 1
O 0.788 -1.194 2.174
C 0.578 -0.451 1.304
O 1.083 -0.695 0.059
C -0.240 0.785 1.512
C -0.827 1.333 0.192
C -2.162 2.029 0.385
C -3.345 1.060 0.426
C -3.908 0.602 1.789
O -3.685 -0.769 2.005
P -3.275 -1.527 0.457
O -3.314 -0.002 -0.474
H 0.884 -1.629 -0.096
H 0.416 1.552 1.908
H -1.029 0.530 2.204
H -0.116 2.084 -0.161
H -0.853 0.585 -0.583
H -2.322 2.685 -0.466
H -2.105 2.681 1.259
H -4.168 1.681 0.038
H -5.003 0.676 1.663
H -3.716 1.245 2.652
H -3.152 -2.799 1.135
H -1.876 -1.221 0.769
H -2.909 -2.195 -0.784
H -4.702 -1.624 0.229
C 4.347 0.197 -1.606
C 4.635 -1.258 -1.342
O 5.302 -1.672 -2.538
C 5.850 -0.568 -3.109
O 6.610 -0.587 -4.022
O 5.413 0.562 -2.493
H 4.368 0.799 -0.702
H 3.393 0.348 -2.113
H 5.309 -1.403 -0.495
H 3.733 -1.841 -1.180
*
```

calculated total energy	-1221.7519	a.u.

So, what does the Mulliken scheme give us? The charges, in e, come out as: O -0.577; C 0.225; O -0.428; C -0.446; C -0.650; C -0.968; C 0.371; C -0.788; O -0.484; P -0.069; O -0.489; H 0.313; H 0.456; H 0.256; H 0.430; H 0.408; H 0.431; H 0.285; H 0.238; H 0.387; H 0.309; H 0.021; H -0.263; H -0.006; H 0.042; C -0.182; C -0.220; O -0.335; C 0.619; O -0.523; O -0.344; H 0.282; H 0.242; H 0.257; H 0.201

=====

Record 3
A molecular structure, C10H30N2O4. Source: the OMol25 dataset; level of theory: the ωB97M-V functional and the def2-TZVPD basis.

The geometry in ORCA input format:
```
! wB97M-V def2-TZVPD RIJCOSX def2/J DEFGRID3
* xyz 0 1
C 1.342 0.320 -1.762
O 1.400 0.174 -0.374
H 1.671 -0.576 -2.287
H 0.273 0.316 -1.976
H 1.795 1.206 -2.206
H 1.267 1.032 0.038
C -1.100 0.013 0.395
O -1.189 -1.391 0.123
H -0.295 0.605 -0.043
H -1.971 0.401 -0.132
H -1.207 0.243 1.455
H -1.785 -1.903 0.675
C -0.013 4.030 1.273
C -0.501 2.778 0.475
C -1.715 3.122 -0.500
O -1.935 1.999 -1.375
C -3.104 2.119 -2.205
N 0.543 2.121 -0.328
H 0.678 3.871 2.101
H -0.791 4.357 1.963
H 0.274 4.783 0.540
H -0.893 2.081 1.215
H -1.480 4.041 -1.038
H -2.630 3.253 0.078
H -3.173 1.152 -2.703
H -2.857 2.958 -2.855
H -3.956 2.298 -1.549
H 1.117 2.826 -0.767
H 0.086 1.750 -1.149
C 2.990 -1.945 -0.102
C 1.609 -2.136 0.440
C 1.359 -3.532 1.091
O 0.211 -4.122 0.452
C -0.480 -4.993 1.311
N 1.180 -0.893 1.236
H 3.044 -0.939 -0.519
H 3.193 -2.639 -0.919
H 3.752 -2.059 0.669
H 0.941 -2.191 -0.420
H 1.171 -3.268 2.132
H 2.131 -4.299 1.028
H -1.397 -5.340 0.834
H -0.899 -4.344 2.081
H 0.064 -5.838 1.733
H 0.224 -1.160 1.425
H 1.057 -0.279 0.444
*
```

calculated total energy	-809.0683	a.u.

So, what does the Mulliken scheme give us? The charges, in e, come out as: C -0.995; O -0.574; H 0.381; H 0.449; H 0.235; H 0.601; C -0.613; O -0.471; H -0.116; H 0.314; H 0.471; H 0.291; C -1.590; C 0.534; C -0.828; O -0.257; C -0.799; N -0.524; H 0.416; H 0.408; H 0.376; H -0.129; H 0.426; H 0.490; H 0.272; H 0.272; H 0.305; H 0.360; H 0.288; C -1.729; C 1.414; C -1.135; O -0.283; C -0.852; N -1.148; H 0.289; H 0.358; H 0.400; H 0.118; H 0.441; H 0.365; H 0.276; H 0.342; H 0.303; H 0.275; H 0.577

=====

Record 4
A molecular structure, CH7F2N3P2. Source: the OMol25 dataset; level of theory: the ωB97M-V functional and the def2-TZVPD basis.

The geometry in ORCA input format:
```
! wB97M-V def2-TZVPD RIJCOSX def2/J DEFGRID3
* xyz 0 1
C -2.381 -0.446 0.749
N 0.890 -0.618 1.038
N 1.016 0.715 -1.449
N -1.375 -0.040 -0.302
F 3.111 -1.067 -0.775
F 0.077 1.936 0.580
P 3.085 -0.097 0.506
P 0.232 0.359 0.074
H -1.997 -0.094 1.641
H -3.458 0.006 0.493
H -2.373 -1.523 0.636
H 0.514 1.293 -2.042
H 1.124 -0.140 -1.848
H -1.553 0.815 -0.704
H 3.087 -1.099 1.404
*
```

calculated total energy	-1088.9996	a.u.

So, what does the Mulliken scheme give us? The charges, in e, come out as: C -0.703; N -0.671; N -0.622; N -0.397; F -0.239; F -0.383; P 0.386; P 0.924; H 0.321; H 0.278; H 0.247; H 0.260; H 0.259; H 0.267; H 0.073

=====

Record 5
A gas-phase ion, C5H12N2 (charge -1). Source: the OMol25 dataset; level of theory: the ωB97M-V functional and the def2-TZVPD basis.

The geometry in ORCA input format:
```
! wB97M-V def2-TZVPD RIJCOSX def2/J DEFGRID3
* xyz -1 2
N 0.768 1.640 -1.100
C 0.145 0.495 -0.421
C 0.765 0.209 0.926
C 1.272 -1.238 1.515
C 0.729 -2.429 1.303
C -1.354 0.555 -0.336
N -1.974 0.313 -1.628
H 1.450 2.031 -0.396
H 0.125 2.359 -1.236
H 0.342 -0.316 -1.108
H 0.184 0.572 1.721
H 1.695 0.883 0.953
H 2.320 -1.018 1.894
H -0.364 -2.478 1.196
H 1.528 -3.166 1.347
H -1.654 1.515 -0.005
H -1.486 -0.185 0.562
H -2.710 -0.474 -1.546
H -2.335 1.052 -2.207
*
```

calculated total energy	-307.0485	a.u.
<S²>	0.7523

So, what does the Mulliken scheme give us? The charges, in e, come out as: N -0.676; C 0.553; C -1.270; C -0.780; C -0.906; C -1.067; N -0.439; H 0.279; H 0.267; H 0.110; H 0.337; H 0.307; H 0.478; H 0.301; H 0.245; H 0.111; H 0.620; H 0.292; H 0.238

=====

Record 6
A molecular structure, C12H26NO3P2V. Source: the OMol25 dataset; level of theory: the ωB97M-V functional and the def2-TZVPD basis.

The geometry in ORCA input format:
```
! wB97M-V def2-TZVPD RIJCOSX def2/J DEFGRID3
* xyz 1 4
V -0.655 1.305 0.621
P -2.826 0.785 -0.178
C -2.538 1.442 -1.935
C -1.136 1.284 -2.411
N -0.194 1.120 -1.470
C 1.083 0.928 -1.854
C 1.500 1.045 -3.214
C 0.513 1.365 -4.151
C -0.821 1.444 -3.772
C 2.081 0.673 -0.697
P 2.868 -0.951 -0.695
H -1.622 1.646 -4.476
H 2.548 0.903 -3.501
H 0.790 1.482 -5.194
H 2.995 1.298 -0.898
H 1.680 1.007 0.316
H -3.189 0.913 -2.561
H -2.781 2.525 -1.956
H -0.460 -3.326 -5.343
O -0.705 -3.011 -4.459
H -1.691 -2.952 -4.536
H 2.317 -2.383 -0.992
O 1.416 -2.356 -0.617
H 1.312 -2.480 0.387
C 3.575 -1.256 -2.385
H 4.286 -0.431 -2.615
H 4.165 -2.182 -2.527
H 2.827 -1.243 -3.197
C 3.605 -1.466 0.850
H 3.558 -2.559 1.071
H 4.688 -1.148 0.892
H 3.081 -0.961 1.685
C -4.199 1.837 0.338
H -5.162 1.418 0.055
H -4.176 1.961 1.423
H -4.104 2.836 -0.078
C -3.705 -0.725 -0.602
H -4.014 -1.270 0.291
H -4.610 -0.560 -1.192
H -3.094 -1.431 -1.161
C 0.154 0.680 3.286
O 0.448 1.333 2.040
H -0.819 1.018 3.700
H 0.953 0.862 4.043
H 0.059 -0.418 3.165
*
```

calculated total energy	-2379.5649	a.u.
<S²>	3.7654

So, what does the Mulliken scheme give us? The charges, in e, come out as: V 0.463; P 1.009; C -1.219; C 0.595; N 0.046; C 0.812; C -0.775; C -0.618; C -0.810; C -0.793; P 0.194; H 0.490; H 0.565; H 0.457; H 0.338; H 0.307; H 0.545; H 0.359; H 0.311; O -0.605; H 0.303; H 0.202; O -0.526; H 0.343; C -1.358; H 0.306; H 0.443; H 0.426; C -1.089; H 0.398; H 0.330; H 0.361; C -1.162; H 0.374; H 0.357; H 0.387; C -1.370; H 0.388; H 0.448; H 0.413; C -0.705; O -0.777; H 0.317; H 0.244; H 0.276

=====

> calculated total energy of number 3 (C10H30N2O4)?

-809.0683 a.u.